ORCA calculation (ωB97M-V/def2-TZVPD) on a 5-piece molecular cluster, C35H73BF5NO8 overall at a distorted geometry.

Properties
**Strongest force on any atom**: 4.38 eV Å⁻¹
**Net charge**: -2
**E_tot**: -69614.34162 eV
**LUMO energy**: 3.918 eV

Each atom is followed by the atoms it is bonded to, with distances in Å.
CARTESIAN COORDINATES (ANGSTROEM)
1 C -2.953 -2.972 2.581  C2 1.570, H35 1.110, H36 1.111, H37 1.110
2 C -2.756 -4.402 3.200  C1 1.570, C3 1.567, H38 1.116, H39 1.112
3 C -2.985 -5.582 2.194  C2 1.567, C4 1.564, H40 1.113, H41 1.117
4 C -2.312 -5.328 0.805  C3 1.564, C5 1.564, H42 1.108, H43 1.115
5 C -1.484 -6.539 0.263  C4 1.564, C6 1.580, H44 1.116, H45 1.116
6 C -0.098 -6.747 0.992  C5 1.580, C7 1.567, H46 1.117, H47 1.112
7 C 1.087 -6.498 -0.004  C6 1.567, C8 1.559, H48 1.110, H49 1.116
8 C 1.230 -4.954 -0.162  C7 1.559, C9 1.557, H50 1.117, H51 1.111
9 C 2.067 -4.491 -1.392  C8 1.557, C10 1.573, H52 1.114, H53 1.113
10 C 1.258 -4.515 -2.741  C9 1.573, C11 1.564, H54 1.118, H55 1.107
11 C 1.802 -3.384 -3.675  C10 1.564, C12 1.569, H56 1.109, H57 1.118
12 C 0.697 -2.338 -4.058  C11 1.569, C13 1.572, H58 1.114, H59 1.118
13 C -0.134 -1.931 -2.787  C12 1.572, C14 1.557, H60 1.115, H61 1.113
14 C -0.625 -0.455 -2.728  C13 1.557, C15 1.553, H62 1.111, H63 1.117
15 C -0.303 0.240 -1.377  C14 1.553, C16 1.595, O19 1.429, C23 1.633
16 C -0.892 -0.686 -0.220  C15 1.595, O17 1.244, O18 1.286
17 O -0.420 -0.788 0.927  C16 1.244
18 O -1.964 -1.333 -0.512  C16 1.286
19 O -1.068 1.437 -1.224  C15 1.429, B20 1.493
20 B -0.458 2.323 -0.189  O19 1.493, C21 1.644, O22 1.498, H64 1.225
21 C -1.419 2.374 1.143  B20 1.644, H65 1.113, H66 1.108, H67 1.124
22 O 0.880 1.664 -0.047  B20 1.498, C23 1.391
23 C 1.188 0.862 -1.140  C15 1.633, O22 1.391, N24 1.465, C28 1.565
24 N 1.952 -0.319 -0.733  C23 1.465, C25 1.463, H68 1.014
25 C 3.204 -0.030 -0.032  N24 1.463, C26 1.571, H69 1.127, H70 1.104
26 C 3.547 -1.197 0.962  C25 1.571, C27 1.562, H71 1.123, H72 1.111
27 C 2.932 -0.956 2.378  C26 1.562, H73 1.111, H74 1.115, H75 1.108
28 C 1.755 1.560 -2.422  C23 1.565, F29 1.392, F30 1.365, C31 1.577
29 F 2.129 0.601 -3.359  C28 1.392
30 F 0.840 2.337 -3.070  C28 1.365
31 C 3.029 2.470 -2.228  C28 1.577, F32 1.389, F33 1.327, F34 1.355
32 F 2.952 3.474 -3.184  C31 1.389
33 F 3.113 3.094 -1.059  C31 1.327
34 F 4.195 1.837 -2.502  C31 1.355
35 H -3.623 -2.982 1.697  C1 1.110
36 H -1.960 -2.618 2.233  C1 1.111
37 H -3.302 -2.257 3.354  C1 1.110
38 H -3.491 -4.529 4.030  C2 1.116
39 H -1.745 -4.457 3.658  C2 1.112
40 H -4.084 -5.677 2.047  C3 1.113
41 H -2.576 -6.510 2.663  C3 1.117
42 H -1.674 -4.424 0.771  C4 1.108
43 H -3.136 -5.163 0.071  C4 1.115
44 H -1.244 -6.351 -0.811  C5 1.116
45 H -2.100 -7.467 0.317  C5 1.116
46 H 0.000 -6.062 1.868  C6 1.117
47 H -0.090 -7.779 1.405  C6 1.112
48 H 0.905 -7.006 -0.974  C7 1.110
49 H 1.998 -6.934 0.472  C7 1.116
50 H 1.759 -4.597 0.755  C8 1.117
51 H 0.224 -4.482 -0.125  C8 1.111
52 H 2.993 -5.109 -1.434  C9 1.114
53 H 2.384 -3.446 -1.174  C9 1.113
54 H 1.419 -5.527 -3.187  C10 1.118
55 H 0.175 -4.445 -2.522  C10 1.107
56 H 2.644 -2.853 -3.185  C11 1.109
57 H 2.132 -3.871 -4.626  C11 1.118
58 H 1.170 -1.475 -4.579  C12 1.114
59 H 0.012 -2.860 -4.771  C12 1.118
60 H 0.413 -2.232 -1.863  C13 1.115
61 H -1.048 -2.566 -2.799  C13 1.113
62 H -1.733 -0.454 -2.819  C14 1.111
63 H -0.272 0.172 -3.583  C14 1.117
64 H -0.394 3.456 -0.652  B20 1.225
65 H -1.082 1.611 1.880  C21 1.113
66 H -2.468 2.250 0.809  C21 1.108
67 H -1.310 3.400 1.588  C21 1.124
68 H 2.065 -0.988 -1.486  N24 1.014
69 H 4.033 -0.057 -0.796  C25 1.127
70 H 3.219 0.938 0.499  C25 1.104
71 H 4.664 -1.173 1.071  C26 1.123
72 H 3.316 -2.200 0.546  C26 1.111
73 H 3.614 -0.262 2.916  C27 1.111
74 H 2.894 -1.942 2.897  C27 1.115
75 H 1.924 -0.523 2.225  C27 1.108
76 C -6.056 -1.238 7.157  C77 1.522, H80 1.095, H81 1.092, H82 1.093
77 C -5.623 -1.622 5.750  C76 1.522, C78 1.521, O79 1.423, H83 1.091
78 C -6.546 -2.673 5.153  C77 1.521, H84 1.095, H85 1.091, H86 1.093
79 O -4.291 -2.121 5.780  C77 1.423, H87 0.964
80 H -6.024 -2.107 7.823  C76 1.095
81 H -5.379 -0.491 7.576  C76 1.092
82 H -7.070 -0.833 7.163  C76 1.093
83 H -5.617 -0.735 5.113  C77 1.091
84 H -6.530 -3.589 5.753  C78 1.095
85 H -6.217 -2.944 4.149  C78 1.091
86 H -7.575 -2.311 5.099  C78 1.093
87 H -4.278 -2.907 6.338  O79 0.964
88 C 4.605 6.291 -5.380  C89 1.522, H92 1.094, H93 1.092, H94 1.093
89 C 3.669 7.133 -4.525  C88 1.522, C90 1.522, O91 1.422, H95 1.093
90 C 4.395 7.719 -3.323  C89 1.522, H96 1.094, H97 1.092, H98 1.093
91 O 2.582 6.332 -4.081  C89 1.422, H99 0.968
92 H 5.002 5.449 -4.806  C88 1.094
93 H 4.069 5.869 -6.232  C88 1.092
94 H 5.443 6.885 -5.753  C88 1.093
95 H 3.247 7.940 -5.129  C89 1.093
96 H 4.786 6.924 -2.681  C90 1.094
97 H 3.710 8.311 -2.714  C90 1.092
98 H 5.227 8.356 -3.635  C90 1.093
99 H 2.942 5.611 -3.545  O91 0.968
100 C -0.135 2.518 5.304  C101 1.522, H104 1.093, H105 1.093, H106 1.093
101 C 1.238 2.537 4.649  C100 1.522, C102 1.522, O103 1.423, H107 1.094
102 C 1.260 3.460 3.440  C101 1.522, H108 1.092, H109 1.092, H110 1.094
103 O 1.594 1.219 4.247  C101 1.423, H111 0.968
104 H -0.891 2.149 4.606  C100 1.093
105 H -0.140 1.843 6.165  C100 1.093
106 H -0.428 3.516 5.641  C100 1.093
107 H 1.988 2.864 5.376  C101 1.094
108 H 0.550 3.124 2.681  C102 1.092
109 H 2.248 3.457 2.974  C102 1.092
110 H 1.009 4.487 3.721  C102 1.094
111 H 0.939 0.915 3.602  O103 0.968
112 C -1.125 5.462 -2.601  C113 1.518, H116 1.093, H117 1.092, H118 1.091
113 C -1.604 6.161 -3.861  C112 1.518, C114 1.521, O115 1.433, H119 1.093
114 C -1.296 5.332 -5.099  C113 1.521, H120 1.094, H121 1.094, H122 1.092
115 O -0.969 7.441 -3.974  C113 1.433, H123 0.966
116 H -0.042 5.313 -2.625  C112 1.093
117 H -1.341 6.070 -1.720  C112 1.092
118 H -1.604 4.489 -2.479  C112 1.091
119 H -2.680 6.340 -3.797  C113 1.093
120 H -0.218 5.181 -5.204  C114 1.094
121 H -1.636 5.849 -6.001  C114 1.094
122 H -1.782 4.356 -5.051  C114 1.092
123 H -0.017 7.288 -4.030  O115 0.966